Entry 1:
# C5H7O4Pt

A structure of composition C5H7O4Pt in a non-equilibrium geometry (wB97M-V/def2-TZVPD, OMol25).

Geometry (Å):
O 1.22 -1.48 -0.59
Pt 0.31 -0.45 -1.57
C 1.98 -1.41 0.39
C 1.64 -0.60 1.57
H 0.54 -0.63 1.68
H 2.71 -2.23 0.52
H 2.23 0.34 1.39
H 2.05 -1.11 2.46
C 0.05 1.47 0.84
C -0.56 1.22 -0.32
O -1.87 1.20 -0.62
C -2.23 0.39 -1.63
O -1.42 -0.33 -2.22
O -3.47 0.55 -1.93
H 1.12 1.68 0.87
H -0.54 1.43 1.77
H -3.76 -0.05 -2.63

Spin multiplicity: 4
Total charge: +2
Kohn-Sham gap (spin up / spin down) (eV): 7.96 / 7.52
Relative energy (zero: lowest compared OMol25 entry of this formula, charge and spin) (kJ/mol): 0.0
HOMO level (spin up / spin down) (eV): -17.273 / -19.342

=====

Entry 2:
# C4H7ClNO

The ion C4H7ClNO with charge +1 in a non-equilibrium geometry (wB97M-V/def2-TZVPD, OMol25).

Geometry (Å):
O 2.50 -1.75 -0.18
C 2.42 -0.53 0.02
Cl 3.70 0.56 -0.05
C 1.05 -0.06 0.55
C 0.37 1.04 -0.31
C -0.76 0.01 -0.52
N 0.00 -0.93 0.31
H 1.40 0.21 1.52
H 0.98 1.38 -1.15
H -0.08 1.90 0.30
H -1.71 0.22 -0.08
H -1.06 -0.39 -1.46
H -0.38 -1.40 1.13
H 0.22 -1.85 -0.14

Total charge: +1
Kohn-Sham gap (eV): 11.51
SMILES: O=C(Cl)[C@H]1CC[NH2+]1
Relative energy (zero: lowest compared OMol25 entry of this formula, charge and spin) (kJ/mol): 47.7
HOMO level (eV): -15.311

=====

Number 1: DFT total energy -16708.61022 eV. Number 2: DFT total energy -20313.08173 eV.